144
Properties=species:S:1:pos:R:3 method="wB97M-V/def2-TZVPD" smiles="NC[C@H](O)C[C@@H](O[C@@H](CN)S(=O)(=O)C(F)(F)C(F)(F)C(F)(F)C(F)(F)F)[PH2]=S.CC(C)=O.CC(C)=O.CC(C)=O.CC(C)=O.CC(C)=O.CC(C)=O.CC(C)=O.CC(C)=O.CC(C)=O.CC(C)=O" lumo_energy_ev=-0.83 fmax_ev_per_a=9.68 multiplicity=1
N 0.7014 5.1187 2.7894
C 1.1686 3.8455 2.0856
C 0.5325 3.6502 0.5861
O 0.7629 4.9108 -0.1667
C -1.1047 3.3132 0.6268
C -1.4702 1.8631 -0.0666
O -1.9211 0.8405 0.8900
C -1.0968 -0.3776 0.8402
C -1.5541 -1.2832 2.1698
N -0.4402 -1.4483 3.1802
S -1.3463 -1.4184 -0.7177
O -1.0017 -0.6390 -2.0385
O -2.8680 -1.8090 -0.8735
C -0.3582 -3.0475 -0.5697
F -1.3667 -4.0455 -0.0507
F 0.6616 -2.7977 0.4833
C 0.3277 -3.5025 -1.9934
F -0.7886 -3.4648 -3.0111
F 1.3160 -2.4726 -2.4868
C 0.9077 -5.0346 -2.0221
F 1.3599 -5.2804 -3.4429
F -0.0899 -6.0915 -1.7312
C 2.2228 -5.3026 -1.0813
F 2.9438 -6.4751 -1.7047
F 3.2093 -4.1984 -1.0465
F 1.9213 -5.7166 0.3127
P -2.9873 2.1721 -1.2483
S -2.5189 2.1078 -3.1363
H 1.4502 5.8231 2.5581
H 0.6807 4.9278 3.8346
H 1.0211 2.8800 2.7669
H 2.3456 3.9624 1.9535
H 1.1561 2.8218 0.0428
H 1.6659 4.8655 -0.6351
H -1.5595 3.4452 1.7166
H -1.6017 4.1424 -0.0568
H -0.5000 1.5489 -0.6840
H 0.0494 -0.1191 0.9468
H -2.4398 -0.7178 2.7348
H -1.9648 -2.3401 1.8800
H 0.4857 -1.5247 2.7027
H -0.6054 -2.3366 3.7302
H -4.0187 1.2057 -0.8887
H -3.5074 3.4887 -0.9708
C 0.4808 4.4136 -6.6699
C 0.6689 3.9029 -5.2665
C 1.6577 2.7866 -5.0610
O 0.0390 4.3795 -4.3237
H -0.2623 5.2181 -6.6667
H 1.4251 4.8111 -7.0503
H 0.1205 3.6071 -7.3135
H 2.6544 3.1116 -5.3698
H 1.3498 1.9076 -5.6329
H 1.6891 2.5205 -3.9991
C 4.5448 -1.8156 4.7277
C 3.1172 -1.6752 5.1841
C 2.6619 -2.5535 6.3187
O 2.3521 -0.8735 4.6505
H 4.7320 -1.1200 3.9028
H 5.2231 -1.5740 5.5499
H 4.7231 -2.8342 4.3738
H 3.2565 -2.3449 7.2117
H 2.7564 -3.6049 6.0356
H 1.6102 -2.3435 6.5408
C -3.4767 -1.9049 6.8105
C -3.9080 -1.8507 5.3693
C -5.3795 -1.9809 5.0800
O -3.0894 -1.7054 4.4628
H -2.3882 -1.7979 6.8677
H -3.9386 -1.0859 7.3675
H -3.7570 -2.8673 7.2461
H -5.9262 -1.1653 5.5601
H -5.7446 -2.9466 5.4386
H -5.5432 -1.9238 3.9986
C 3.8733 -10.2845 -2.7876
C 5.2412 -10.6999 -2.3160
C 6.2790 -9.6206 -2.1610
O 5.5008 -11.8760 -2.0667
H 3.2285 -11.1674 -2.8530
H 3.4327 -9.5815 -2.0763
H 3.9445 -9.8291 -3.7786
H 5.9455 -8.8879 -1.4219
H 6.4574 -9.1356 -3.1241
H 7.2173 -10.0665 -1.8141
C -7.7050 3.4134 -0.7492
C -7.0759 2.5292 -1.7924
C -7.8777 1.3518 -2.2792
O -5.9500 2.7600 -2.2305
H -7.0121 4.2220 -0.4932
H -8.6259 3.8526 -1.1407
H -7.9137 2.8328 0.1530
H -8.8064 1.6992 -2.7388
H -8.0941 0.6794 -1.4452
H -7.2985 0.8038 -3.0300
C -9.3961 4.1111 -6.2740
C -9.3030 4.5487 -4.8367
C -7.9891 5.1135 -4.3671
O -10.2638 4.4488 -4.0753
H -10.4018 3.7247 -6.4712
H -9.2127 4.9624 -6.9342
H -8.6716 3.3160 -6.4678
H -7.7429 6.0095 -4.9425
H -7.2020 4.3631 -4.4759
H -8.0688 5.3869 -3.3095
C 0.1039 -6.6370 2.8782
C 0.2919 -7.1477 4.2817
C 1.2807 -8.2639 4.4872
O -0.3380 -6.6710 5.2244
H -0.6393 -5.8324 2.8814
H 1.0481 -6.2394 2.4979
H -0.2565 -7.4435 2.2346
H 2.2775 -7.9389 4.1784
H 0.9729 -9.1429 3.9153
H 1.3121 -8.5301 5.5491
C 5.8934 4.7468 0.8754
C 4.6944 5.6223 0.6266
C 4.9452 7.0819 0.3568
O 3.5537 5.1627 0.6429
H 5.5609 3.7189 1.0554
H 6.5474 4.7548 -0.0001
H 6.4339 5.0991 1.7576
H 5.5570 7.1939 -0.5419
H 5.4435 7.5383 1.2158
H 3.9888 7.5907 0.1954
C 6.9426 -1.8674 0.2825
C 7.1306 -2.3781 1.6860
C 8.1194 -3.4944 1.8914
O 6.5007 -1.9015 2.6287
H 6.1994 -1.0629 0.2857
H 7.8868 -1.4699 -0.0979
H 6.5823 -2.6739 -0.3611
H 9.1162 -3.1694 1.5826
H 7.8116 -4.3734 1.3195
H 8.1508 -3.7605 2.9533
C -1.6065 8.7806 -3.7081
C -1.4184 8.2699 -2.3046
C -0.4297 7.1536 -2.0991
O -2.0484 8.7465 -1.3618
H -2.3497 9.5851 -3.7048
H -0.6622 9.1781 -4.0884
H -1.9668 7.9741 -4.3516
H 0.5671 7.4786 -2.4079
H -0.7375 6.2746 -2.6710
H -0.3982 6.8875 -1.0372

***

130
Properties=species:S:1:pos:R:3 method="wB97M-V/def2-TZVPD" relative_energy_ev=23.892 lumo_energy_ev=0.29 fmax_ev_per_a=10.22 multiplicity=1
C 1.5526 0.5470 -3.9932
C 1.8744 1.3836 -5.2955
C 2.7189 2.5231 -4.6309
O 2.7588 2.2619 -3.2303
C 1.5686 1.5922 -2.8958
H 2.4276 -0.0972 -3.9065
H 0.5377 0.1633 -4.0977
H 0.9870 1.7381 -5.8200
H 2.5702 0.8161 -5.9133
H 2.0819 3.3953 -4.7782
H 3.7450 2.5379 -4.9983
H 0.6417 2.1642 -2.8531
H 1.7658 1.2234 -1.8892
C -0.7755 0.2687 4.6239
C -1.2560 1.6739 4.5338
C -2.2871 1.5247 3.4700
O -2.3759 0.1321 3.1558
C -1.1949 -0.4338 3.3755
H -1.0963 -0.1973 5.5556
H 0.2983 0.1535 4.7719
H -0.5923 2.4038 4.0703
H -1.7600 2.1823 5.3558
H -2.0321 2.0836 2.5696
H -3.2158 1.9910 3.7987
H -0.5170 -0.3679 2.5246
H -1.4754 -1.4734 3.5451
C -3.7035 0.9611 -2.8327
C -3.5289 2.4978 -2.7039
C -2.0255 2.5713 -2.8143
O -1.4827 1.3424 -3.4672
C -2.5911 0.4290 -3.7827
H -4.6460 0.7720 -3.3465
H -3.7317 0.4153 -1.8896
H -3.8549 2.8970 -1.7434
H -4.0360 3.1311 -3.4319
H -1.5858 2.4443 -1.8250
H -1.5838 3.5467 -3.0181
H -2.3366 -0.5742 -3.4406
H -2.7189 0.6375 -4.8449
C 3.9116 -1.4527 -0.7440
C 3.8501 -2.4264 0.4734
C 2.3650 -2.9891 0.4597
O 1.6961 -2.2182 -0.4992
C 2.6358 -1.7195 -1.4019
H 4.7202 -1.5336 -1.4705
H 4.0275 -0.4397 -0.3586
H 4.0621 -1.8270 1.3588
H 4.4501 -3.3050 0.2362
H 2.0312 -2.8598 1.4893
H 2.2992 -3.9898 0.0327
H 2.2518 -0.8070 -1.8580
H 2.9222 -2.4600 -2.1487
C 3.4490 2.0530 1.9493
C 3.3466 1.8867 0.4756
C 2.2123 0.9416 0.2765
O 1.2730 1.5623 1.1783
C 1.8764 2.0076 2.3794
H 4.0514 2.9050 2.2642
H 3.9070 1.1761 2.4070
H 4.2020 1.5324 -0.0996
H 3.1110 2.8857 0.1085
H 2.4977 -0.0783 0.5345
H 1.8737 1.1348 -0.7414
H 1.6085 1.5041 3.3083
H 1.5606 3.0408 2.5237
C -1.7409 4.1286 0.9427
C -0.7021 4.5621 -0.1135
C -1.6933 4.9077 -1.1657
O -2.6618 3.8975 -1.2417
C -2.9442 3.5055 0.0927
H -2.1774 4.8636 1.6190
H -1.3573 3.3113 1.5534
H -0.0022 3.7790 -0.4052
H -0.1843 5.4974 0.0992
H -1.1600 4.9122 -2.1163
H -2.3602 5.7679 -1.1069
H -2.8898 2.4209 0.1873
H -3.8859 3.8398 0.5279
C 2.7249 -2.2809 3.4270
C 2.5900 -0.7969 2.9476
C 1.2069 -0.7308 2.3810
O 0.4698 -1.8286 2.9843
C 1.2586 -2.6362 3.7906
H 3.4590 -2.5008 4.2020
H 3.1393 -2.7473 2.5332
H 3.4597 -0.5751 2.3292
H 2.7746 -0.2540 3.8745
H 1.1835 -0.7823 1.2925
H 0.6442 0.1747 2.6080
H 1.2523 -3.6734 3.4555
H 0.9072 -2.4466 4.8048
C -0.8010 -2.1730 -2.7276
C -1.1638 -2.9762 -1.4525
C -1.0855 -4.3298 -1.9905
O -1.6301 -4.2064 -3.2584
C -0.9838 -3.0952 -3.9023
H 0.2080 -1.7616 -2.7012
H -1.3675 -1.2419 -2.7356
H -2.0669 -2.6309 -0.9491
H -0.4974 -2.9613 -0.5901
H -1.5962 -5.1022 -1.4155
H -0.0638 -4.7058 -2.0436
H -1.5774 -2.7500 -4.7489
H -0.0363 -3.3594 -4.3720
C -2.4547 -2.6893 1.2624
C -0.9580 -3.0366 1.3984
C -1.0211 -4.0867 2.5834
O -2.3457 -3.9889 3.2200
C -2.8879 -2.7355 2.7780
H -2.9377 -3.5268 0.7590
H -2.6902 -1.7537 0.7551
H -0.3911 -2.1582 1.7068
H -0.5137 -3.4502 0.4930
H -0.3291 -3.6579 3.3082
H -0.7693 -5.1213 2.3500
H -2.4934 -1.8964 3.3510
H -3.9761 -2.6820 2.8106
C 0.5855 -0.5590 -0.7961
C -0.3602 0.1419 0.2453
C -1.0548 1.3288 -0.2842
O -2.4297 0.8780 -0.5109
C -2.6254 -0.2990 0.0409
O -3.6613 -0.9011 -0.1051
O -1.5080 -0.6997 0.6965
H 0.8030 -1.5652 -0.4378
H 1.5774 -0.1164 -0.8874
H -0.0090 -0.4967 -1.7076
H 0.2329 0.4798 1.0951
H -0.6947 1.6709 -1.2544
H -1.0531 2.1140 0.4718

***

- Look up the multiplicity of the first one.
  1